(1)
DFT (the ωB97M-V functional and the def2-TZVPD basis) results for C4H8O2 as an isolated structure.

Element x y z (Å)
O1 -1.346 0.868 1.585
C1 -0.406 0.428 0.752
C2 0.132 -0.881 0.633
C3 0.470 -0.676 -0.835
O2 -0.193 -1.463 -1.803
C4 -0.188 0.721 -0.722
H1 -1.336 1.839 1.568
H2 0.890 1.364 1.412
H3 0.091 -1.731 1.302
H4 0.882 0.183 1.189
H5 1.546 -0.635 -1.059
H6 0.226 -2.332 -1.809
H7 -1.157 0.704 -1.229
H8 0.388 1.611 -0.983

As for the charge: 0. As for the energy: -307.47412 a.u. The LUMO energy comes out at 0.8 eV. The HOMO energy comes out at -7.6 eV. As for the orbital gap: 8.352 eV. As for the maximum force: 0.399 eV/Å. The value obtained for the molar mass is 88.11 g mol⁻¹.



(2)
DFT (the ωB97M-V functional and the def2-TZVPD basis) results for a 2-piece molecular cluster, C19H24N2O4S2 overall.

Element x y z (Å)
C1 -4.491 2.041 -1.083
N1 -4.234 2.738 -2.341
C2 -3.109 3.674 -2.255
C3 -4.154 1.852 -3.482
O1 -4.947 2.010 -4.390
C4 -3.159 0.675 -3.616
C5 -1.911 0.734 -2.746
C6 -0.766 1.379 -3.138
C7 0.343 1.457 -2.318
C8 0.274 0.854 -1.087
C9 -0.844 0.168 -0.663
C10 -1.932 0.113 -1.510
N2 -0.869 -0.459 0.605
C11 -0.468 0.378 1.682
C12 -1.268 0.470 2.804
C13 -0.872 1.298 3.830
C14 0.304 2.001 3.748
C15 1.110 1.917 2.636
C16 0.704 1.098 1.611
S1 1.619 0.907 0.089
H1 -4.968 1.079 -1.304
H2 -5.183 2.624 -0.460
H3 -3.592 1.864 -0.471
H4 -3.359 4.542 -1.634
H5 -2.791 3.961 -3.261
H6 -2.251 3.193 -1.749
H7 -3.686 -0.253 -3.354
H8 -2.857 0.549 -4.660
H9 -0.706 1.883 -4.101
H10 1.241 1.982 -2.628
H11 -2.825 -0.409 -1.164
H12 -1.765 -0.889 0.791
H13 -2.193 -0.100 2.849
H14 -1.497 1.401 4.713
H15 0.571 2.643 4.584
H16 2.024 2.497 2.564
C17 1.993 -3.082 1.672
C18 3.229 -2.246 1.402
O2 4.444 -2.923 1.787
S2 4.954 -4.127 0.878
C19 6.542 -4.308 1.620
O3 5.107 -3.660 -0.465
O4 4.181 -5.293 1.171
H17 1.976 -3.977 1.051
H18 1.092 -2.505 1.457
H19 1.971 -3.408 2.712
H20 3.280 -1.947 0.354
H21 3.182 -1.335 1.997
H22 7.127 -3.412 1.431
H23 7.014 -5.174 1.160
H24 6.413 -4.476 2.686

As for the charge: 0. As for the energy: -1945.23120 a.u. As for the SMILES: CN(C)C(=O)Cc1ccc2c(c1)Nc1ccccc1S2.CCOS(C)(=O)=O. The LUMO energy comes out at 0.5 eV. The HOMO energy comes out at -8.2 eV. As for the orbital gap: 8.678 eV. As for the maximum force: 1.797 eV/Å. The value obtained for the molar mass is 408.54 g mol⁻¹.



Energy relative to the best compared isomer or geometry (same formula, charge and spin): 625.69, 114.89 (kJ/mol)